Below is C6H8N2 as an isolated structure, with properties calculated with ωB97M-V/def2-TZVPD.

Geometry as XYZ:
```
16
Properties=species:S:1:pos:R:3
C 1.99524 -0.64037 -0.43883
C 0.87346 -0.16589 0.49974
C 0.44316 1.40078 0.20685
C -0.81208 0.68746 -0.17170
C -1.82967 -1.27396 0.08843
C -0.53806 -0.62053 0.12214
H 2.99482 -0.25664 0.23237
H 2.05848 -1.75207 -0.46218
H 2.09673 -0.30487 -1.53482
H 1.28151 -0.38016 1.52359
H 1.14597 1.78789 -0.71497
H 0.33012 1.93054 1.18339
H -2.91400 1.50300 -0.68366
H -2.05410 -2.34394 0.34025
N -2.24160 0.80067 -0.17153
N -2.82999 -0.37189 -0.01907
```

## Properties
orbital gap	9.98	eV